No. 1
This record from the OMol25 dataset describes a 6-piece molecular cluster, C29H59Cl2INO12P overall. The level of theory is ωB97M-V/def2-TZVPD.

Structure (XYZ):
```
105
C29H59Cl2INO12P | the OMol25 dataset | ωB97M-V/def2-TZVPD
C 2.0066 4.0751 2.2864
C 0.9486 3.8352 3.3225
O 0.4117 4.6680 3.9738
O 0.6401 2.4983 3.4551
C -0.5649 2.1611 2.7471
P -0.4238 0.3675 2.2534
N 0.9485 0.8232 1.1697
C 0.5670 -0.6805 3.3619
C 1.7876 -1.4093 2.7931
C 1.9608 -2.7683 3.4648
I 3.5887 -0.2759 3.0708
C -2.1060 -0.0669 3.1674
Cl -1.9594 0.2274 4.9293
C -3.4161 0.5184 2.5755
C -3.3375 0.9166 1.1076
Cl -4.0720 1.9242 3.4776
H 2.0821 3.2245 1.6164
H 1.7848 4.9904 1.7455
H 2.9711 4.1788 2.7864
H -0.6547 2.7599 1.8344
H -1.4111 2.3515 3.4024
H -1.0061 -0.3039 1.1504
H 0.7506 1.6842 0.6667
H 1.0634 0.1202 0.4456
H 0.8656 -0.0250 4.1812
H -0.0984 -1.4298 3.7895
H 1.6896 -1.5768 1.7247
H 0.9906 -3.2577 3.3914
H 2.6953 -3.3506 2.9144
H 2.2734 -2.6570 4.5021
H -2.2152 -1.1513 3.0873
H -4.1895 -0.2405 2.6717
H -4.3314 1.1872 0.7587
H -3.0061 0.0719 0.5034
H -2.6679 1.7594 0.9417
C 2.6940 3.9816 -3.8873
C 1.2003 3.9220 -3.6579
O 0.8664 3.5121 -2.3218
C 0.8131 4.3729 -1.2919
C 1.3104 5.7885 -1.4589
O 0.4129 3.9700 -0.2307
H 3.1672 4.7336 -3.2546
H 2.9033 4.2283 -4.9276
H 3.1566 3.0209 -3.6721
H 0.7053 4.8645 -3.8959
H 0.7486 3.1570 -4.2872
H 2.3565 5.8130 -1.1523
H 0.7412 6.4235 -0.7854
H 1.2365 6.1789 -2.4693
C -5.2152 3.3624 6.4652
C -6.4059 3.6240 5.5675
O -7.4943 2.7273 5.8291
C -8.4041 2.9478 6.7992
C -8.1772 4.0563 7.8023
O -9.3537 2.2166 6.8705
H -5.4620 3.5365 7.5132
H -4.3853 4.0152 6.1931
H -4.8877 2.3285 6.3608
H -6.7448 4.6594 5.6247
H -6.1468 3.4322 4.5285
H -7.6691 3.6288 8.6668
H -9.1507 4.4172 8.1224
H -7.5884 4.8903 7.4327
C 7.6537 2.6208 -8.8368
C 6.1507 2.6417 -8.6596
O 5.7546 2.2702 -7.3334
C 5.7077 3.1489 -6.3106
C 6.2762 4.5380 -6.4865
O 5.2555 2.7781 -5.2621
H 8.1452 3.3569 -8.2005
H 7.9106 2.8406 -9.8734
H 8.0467 1.6369 -8.5822
H 5.7202 3.6061 -8.9316
H 5.6825 1.8917 -9.2947
H 7.3121 4.5228 -6.1471
H 5.7180 5.2102 -5.8403
H 6.2500 4.9157 -7.5042
C 1.7763 -7.3805 -0.0387
C 1.6541 -6.8991 1.3890
O 1.2870 -5.5101 1.4544
C 0.0198 -5.0884 1.3248
C -1.0521 -6.0531 0.8787
O -0.2164 -3.9224 1.5121
H 0.8263 -7.3233 -0.5675
H 2.1199 -8.4150 -0.0679
H 2.4881 -6.7663 -0.5885
H 0.9537 -7.5025 1.9690
H 2.6123 -6.9400 1.9033
H -1.1152 -5.9896 -0.2082
H -1.9965 -5.7260 1.3060
H -0.8715 -7.0883 1.1528
C -2.9157 -6.6284 -2.6879
C -1.8090 -5.6605 -3.0504
O -0.5053 -6.1863 -2.7646
C 0.1588 -7.0010 -3.6206
C -0.5666 -7.5866 -4.8083
O 1.2986 -7.2754 -3.3694
H -2.8646 -7.5404 -3.2826
H -3.8876 -6.1646 -2.8575
H -2.8461 -6.9073 -1.6364
H -1.8712 -5.3427 -4.0915
H -1.8715 -4.7614 -2.4388
H -0.9607 -8.5601 -4.5155
H 0.1626 -7.7382 -5.5992
H -1.3841 -6.9802 -5.1862
```

As for the structure (SMILES): CC(=O)OC[PH](N)(C[C@H](C)I)[C@@H](Cl)[C@H](C)Cl.CCOC(C)=O.CCOC(C)=O.CCOC(C)=O.CCOC(C)=O.CCOC(C)=O. The calculation puts the orbital gap at 8.29 eV.

Löwdin atomic charge list, values in e, 99 entries: number 1, C, carries 0.015; number 2, C, carries -0.525; number 3, O, carries 0.150; number 4, O, carries -0.103; number 5, C, carries -0.261; number 6, P, carries 0.796; number 7, N, carries -0.171; number 8, C, carries -0.374; number 9, C, carries -0.822; number 10, C, carries -0.191; number 11, I, carries 0.805; number 12, C, carries -0.793; number 13, Cl, carries 0.591; number 14, C, carries -0.761; number 15, C, carries -0.157; number 16, Cl, carries 0.639; number 17, H, carries 0.061; number 18, H, carries 0.078; number 19, H, carries 0.096; number 20, H, carries 0.091; number 21, H, carries 0.045; number 22, H, carries 0.047; number 23, H, carries -0.003; number 24, H, carries 0.028; number 25, H, carries 0.066; number 26, H, carries 0.062; number 27, H, carries 0.054; number 28, H, carries 0.051; number 29, H, carries 0.068; number 30, H, carries 0.068; number 31, H, carries 0.066; number 32, H, carries 0.090; number 33, H, carries 0.073; number 34, H, carries 0.070; number 35, H, carries 0.068; number 36, C, carries -0.067; number 37, C, carries -0.226; number 38, O, carries 0.009; number 39, C, carries -0.510; number 40, C, carries 0.019; number 41, O, carries 0.080; number 42, H, carries 0.073; number 43, H, carries 0.076; number 44, H, carries 0.081; number 45, H, carries 0.111; number 46, H, carries 0.124; number 47, H, carries 0.098; number 48, H, carries 0.094; number 49, H, carries 0.070; number 50, C, carries -0.079; number 51, C, carries -0.251; number 52, O, carries -0.001; number 53, C, carries -0.530; number 54, C, carries 0.009; number 55, O, carries 0.101; number 56, H, carries 0.068; number 57, H, carries 0.085; number 58, H, carries 0.066; number 59, H, carries 0.111; number 60, H, carries 0.079; number 61, H, carries 0.095; number 62, H, carries 0.089; number 63, H, carries 0.067; number 64, C, carries -0.063; number 65, C, carries -0.237; number 66, O, carries 0.000; number 67, C, carries -0.521; number 68, C, carries 0.016; number 69, O, carries 0.099; number 70, H, carries 0.068; number 71, H, carries 0.082; number 72, H, carries 0.085; number 73, H, carries 0.110; number 74, H, carries 0.123; number 75, H, carries 0.097; number 76, H, carries 0.087; number 77, H, carries 0.070; number 78, C, carries -0.062; number 79, C, carries -0.220; number 80, O, carries 0.002; number 81, C, carries -0.515; number 82, C, carries 0.023; number 83, O, carries 0.085; number 84, H, carries 0.052; number 85, H, carries 0.087; number 86, H, carries 0.090; number 87, H, carries 0.113; number 88, H, carries 0.124; number 89, H, carries 0.067; number 90, H, carries 0.095; number 91, H, carries 0.077; number 92, C, carries -0.059; number 93, C, carries -0.235; number 94, O, carries -0.024; number 95, C, carries -0.518; number 96, C, carries 0.015; number 97, O, carries 0.111; number 98, H, carries 0.069; number 99, H, carries 0.085

No. 2
This record from the OMol25 dataset describes C29H59ClIrP2Si3 as an isolated structure. The level of theory is ωB97M-V/def2-TZVPD.

Structure (XYZ):
```
95
C29H59ClIrP2Si3 | the OMol25 dataset | ωB97M-V/def2-TZVPD
Ir -0.3440 -0.0170 0.2619
C -1.8976 -0.0142 2.4701
C -2.2287 1.1912 1.6157
C -2.5377 0.7362 0.3075
Si -1.6529 2.9086 2.0944
C -2.5016 -0.7117 0.2642
C -2.1410 -1.2091 1.5492
Si -1.5869 -2.9377 2.0127
H -2.2929 -0.0310 3.4846
H -2.8299 1.3280 -0.5538
H -2.7827 -1.2705 -0.6227
Cl 2.1210 0.0580 -3.6439
C -1.4924 -3.0943 3.8746
C -2.7949 -4.1864 1.3305
C -1.5529 3.0673 3.9581
C -2.8166 4.2034 1.4154
H -3.7937 -3.9565 1.7308
H -2.4876 -5.1714 1.7055
H -2.8529 -4.2252 0.2376
H -0.7524 -2.4071 4.3060
H -1.2166 -4.1343 4.0959
H -2.4832 -2.8934 4.3069
H -3.8350 3.9580 1.7544
H -2.8130 4.2915 0.3230
H -2.5304 5.1724 1.8467
H -2.5430 2.8500 4.3855
H -1.2984 4.1098 4.1948
H -0.7973 2.3933 4.3863
C 0.1688 -2.9962 1.3153
C 0.1182 2.9330 1.4012
P 0.3887 -2.1748 -0.3043
H 0.4389 -4.0503 1.2201
H 0.8388 -2.4772 2.0220
P 0.3633 2.1622 -0.2397
H 0.7634 2.3675 2.0920
H 0.4479 3.9728 1.3412
C 2.0612 2.7517 -0.8053
C -0.8255 3.1879 -1.2938
C -0.8200 -3.1732 -1.3705
C 2.0802 -2.7515 -0.8984
C 3.1746 -1.7351 -0.5824
H 1.9741 -2.8021 -1.9947
C 2.5237 -4.1203 -0.3784
H 2.6736 -4.0977 0.7062
H 3.4932 -4.3681 -0.8306
H 1.8335 -4.9332 -0.6218
H 3.0714 -0.8525 -1.2151
H 4.1598 -2.1602 -0.8103
H 3.1691 -1.4280 0.4698
H -1.7995 -2.9760 -0.9111
C -0.6021 -4.6919 -1.4096
C -0.8516 -2.6281 -2.7980
H -0.5671 -5.1537 -0.4165
H 0.3157 -4.9548 -1.9534
H -1.4480 -5.1502 -1.9460
H -1.1077 -1.5625 -2.8236
H -1.6091 -3.1695 -3.3859
H 0.1182 -2.7767 -3.2921
H -1.8071 2.9838 -0.8413
C -0.8496 2.6740 -2.7328
C -0.6025 4.7073 -1.3018
H -0.5721 5.1516 -0.3000
H -1.4454 5.1744 -1.8350
H 0.3169 4.9823 -1.8378
H -1.1100 1.6104 -2.7844
H 0.1241 2.8292 -3.2177
H -1.5999 3.2351 -3.3113
C 3.1521 1.7304 -0.4991
C 2.4993 4.1112 -0.2556
H 1.9650 2.8260 -1.9016
H 2.6515 4.0675 0.8285
H 1.8109 4.9292 -0.4867
H 3.4685 4.3674 -0.7038
H 3.1528 1.4225 0.5531
H 4.1369 2.1544 -0.7313
H 3.0428 0.8507 -1.1322
C 1.1536 0.0344 -5.1196
H 0.0730 0.0323 -4.8753
H 1.4079 0.9225 -5.7072
H 1.4189 -0.8632 -5.6890
C 1.8551 -1.5286 5.7069
Si 0.8524 -0.0045 5.2989
C -0.8570 -0.0755 6.0988
C 1.8255 1.5190 5.7806
C 0.4801 0.0460 3.4520
C -0.3914 0.0145 2.5154
H 2.1921 -1.5360 6.7534
H 2.7528 -1.5727 5.0757
H 1.2747 -2.4434 5.5396
H -0.7904 -0.0118 7.1927
H -1.4926 0.7476 5.7485
H -1.3869 -1.0023 5.8444
H 2.7288 1.6041 5.1592
H 1.2319 2.4324 5.6483
H 2.1632 1.4919 6.8272
```

The spin multiplicity is 6. Its expectation value of S² is 8.781. Its energy above the lowest of the compared OMol25 structures with the same formula, charge and spin is 1.3 kJ/mol. The calculation puts the orbital gap (alpha / beta) at 4.91 / 6.28 eV.

Löwdin analysis output, partial charges in e: number 1, Ir, carries 0.922; number 2, C, carries -0.358; number 3, C, carries -0.289; number 4, C, carries -0.241; number 5, Si, carries 0.519; number 6, C, carries -0.257; number 7, C, carries -0.311; number 8, Si, carries 0.502; number 9, H, carries 0.127; number 10, H, carries 0.090; number 11, H, carries 0.089; number 12, Cl, carries 0.537; number 13, C, carries -0.159; number 14, C, carries -0.168; number 15, C, carries -0.158; number 16, C, carries -0.168; number 17, H, carries 0.043; number 18, H, carries 0.035; number 19, H, carries 0.016; number 20, H, carries -0.005; number 21, H, carries 0.037; number 22, H, carries 0.046; number 23, H, carries 0.043; number 24, H, carries 0.013; number 25, H, carries 0.035; number 26, H, carries 0.044; number 27, H, carries 0.036; number 28, H, carries -0.003; number 29, C, carries -0.407; number 30, C, carries -0.404; number 31, P, carries 0.862; number 32, H, carries 0.028; number 33, H, carries 0.049; number 34, P, carries 0.859; number 35, H, carries 0.038; number 36, H, carries 0.028; number 37, C, carries -0.523; number 38, C, carries -0.542; number 39, C, carries -0.540; number 40, C, carries -0.522; number 41, C, carries -0.138; number 42, H, carries 0.089; number 43, C, carries -0.123; number 44, H, carries 0.079; number 45, H, carries 0.082; number 46, H, carries 0.051; number 47, H, carries -0.007; number 48, H, carries 0.084; number 49, H, carries 0.084; number 50, H, carries 0.051; number 51, C, carries -0.117; number 52, C, carries -0.131; number 53, H, carries 0.065; number 54, H, carries 0.072; number 55, H, carries 0.086; number 56, H, carries 0.056; number 57, H, carries 0.083; number 58, H, carries 0.066; number 59, H, carries 0.051; number 60, C, carries -0.131; number 61, C, carries -0.119; number 62, H, carries 0.066; number 63, H, carries 0.085; number 64, H, carries 0.072; number 65, H, carries 0.056; number 66, H, carries 0.065; number 67, H, carries 0.083; number 68, C, carries -0.138; number 69, C, carries -0.123; number 70, H, carries 0.088; number 71, H, carries 0.080; number 72, H, carries 0.051; number 73, H, carries 0.081; number 74, H, carries 0.085; number 75, H, carries 0.084; number 76, H, carries -0.007; number 77, C, carries -0.512; number 78, H, carries 0.033; number 79, H, carries 0.031; number 80, H, carries 0.031; number 81, C, carries -0.193; number 82, Si, carries 0.431; number 83, C, carries -0.177; number 84, C, carries -0.194; number 85, C, carries -0.090; number 86, C, carries -0.384; number 87, H, carries 0.031; number 88, H, carries 0.030; number 89, H, carries 0.019; number 90, H, carries 0.029; number 91, H, carries 0.013; number 92, H, carries 0.014; number 93, H, carries 0.031; number 94, H, carries 0.019; number 95, H, carries 0.030

Number 1: F_max 0.016 Eh/bohr. Number 2: F_max 0.050 Eh/bohr.